No. 1
The following is a quantum chemistry calculation of a structure of composition C3H4KO2, from the Open Molecules 2025 dataset.

```
! wB97M-V def2-TZVPD RIJCOSX def2/J DEFGRID3
* xyz -1 1
O -0.92039 0.95010 1.80554
O 0.63138 0.39818 0.29073
C -0.00332 0.16090 1.49125
C 0.62641 1.69195 -0.43215
H 1.22485 1.40833 -1.32124
K 0.71277 -2.18350 0.47366
C -0.85288 1.89935 -0.93876
H -1.42998 2.62371 -0.34134
H -1.44745 0.98248 -1.15573
H -0.75989 2.36893 -1.93313
*
```

Values from the calculation:
- Energy above the lowest of the compared OMol25 structures with the same formula, charge and spin: 0.0 kJ/mol
- Kohn-Sham gap (alpha / beta): 2.6 / 2.6 eV

No. 2
The following is a quantum chemistry calculation of an isolated molecule of F4N3P3, from the Open Molecules 2025 dataset.

```
! wB97M-V def2-TZVPD RIJCOSX def2/J DEFGRID3
* xyz 0 3
N 0.15693 -1.27034 -0.31068
N -1.82344 0.01493 0.11439
N 0.84061 -0.06601 -0.10174
F -3.05540 0.36862 0.54713
F 1.36008 2.54347 0.30477
F 2.57209 -1.95172 -0.58243
F -0.25666 1.81215 -1.02200
P -1.51043 -1.50911 -0.02407
P 1.58220 -1.46242 0.55211
P 0.13403 1.52045 0.52251
*
```

Values from the calculation:
- ⟨S²⟩: 2.01
- Kohn-Sham gap (alpha / beta): 6.2 / 6.7 eV

No. 3
The following is a quantum chemistry calculation of a structure of composition C16H19NO5, from the Open Molecules 2025 dataset.

```
! wB97M-V def2-TZVPD RIJCOSX def2/J DEFGRID3
* xyz 0 1
C 0.37174 -1.84867 -5.65020
C 1.33727 -1.13488 -4.71923
H 1.60061 -0.23710 -5.05629
H 2.20253 -1.84049 -4.72617
O 0.75383 -0.79403 -3.64671
C 0.94404 -1.93745 -2.71882
O 1.48453 -3.04366 -2.96695
C 0.20857 -1.52136 -1.33858
C 1.42014 -1.06153 -0.50274
H 2.15616 -1.80687 -0.23642
H 2.06646 -0.46810 -0.92026
C 0.87779 -0.52324 0.79609
N -0.26052 -0.92969 1.19221
C -1.29918 -0.56000 1.87889
O -2.46129 -1.09071 1.93779
C -1.05238 0.92341 2.10389
C -2.01322 1.98590 1.52955
C -1.99406 3.20796 1.86594
C -1.26492 3.60125 2.94329
C -0.15350 2.65296 3.44292
C -0.32659 1.37080 3.01625
H 0.58242 0.54004 3.55695
O 0.57099 3.29721 4.36073
C 0.27611 4.64326 4.28069
O -1.21213 4.75931 3.34355
H -0.27098 5.07239 5.32451
H 0.99479 5.53977 3.85612
H -2.86685 3.78876 1.57274
H -2.69887 1.43500 0.82926
C -0.17307 -2.45247 0.97202
C -0.47150 -2.72287 -0.51454
H -0.07156 -3.58611 -0.96520
H -1.44507 -2.65629 -0.79035
H -1.08216 -2.85438 1.36524
H 0.69906 -2.94363 1.23800
H 0.69818 0.51712 0.83806
H 1.59891 -0.40094 1.59075
H -0.09677 -0.70314 -1.38600
H -0.57087 -1.27927 -5.74726
H 0.08826 -3.01964 -5.29789
H 0.85311 -1.91860 -6.65181
*
```

Values from the calculation:
- Energy above the lowest of the compared OMol25 structures with the same formula, charge and spin: 1422.9 kJ/mol
- Kohn-Sham gap: 8.1 eV

No. 4
The following is a quantum chemistry calculation of a structure of composition CH2FeO4, from the Open Molecules 2025 dataset.

```
! wB97M-V def2-TZVPD RIJCOSX def2/J DEFGRID3
* xyz 1 6
O -0.20464 -0.57976 -0.70955
Fe -1.42279 0.56295 0.15650
O -2.25084 1.66434 1.27521
H -2.02960 1.86365 2.18388
C 0.91571 -1.09538 -0.71264
O 0.97427 -2.36709 -0.50614
O 2.03562 -0.50440 -0.91620
H 1.98228 0.45568 -0.77107
*
```

Values from the calculation:
- Energy above the lowest of the compared OMol25 structures with the same formula, charge and spin: 120.7 kJ/mol
- ⟨S²⟩: 8.78
- Kohn-Sham gap (alpha / beta): 9.3 / 5.0 eV

No. 5
The following is a quantum chemistry calculation of a cluster of 2 separate species, C7H10Cl2N in total, from the Open Molecules 2025 dataset.

```
! wB97M-V def2-TZVPD RIJCOSX def2/J DEFGRID3
* xyz 1 1
C -0.41378 0.18441 0.87689
C -1.37392 -0.09642 0.23278
C 2.19431 -1.68163 -0.91998
C 2.20284 0.71913 -0.28594
C 3.03119 1.04499 0.95420
C -3.76533 0.31857 0.03531
C -2.57114 -0.53708 -0.44081
N 2.34685 -0.44873 -0.79947
Cl 1.04625 -2.58947 -0.25245
Cl 1.43168 1.99629 -1.08693
H 0.55999 0.48380 1.21050
H 2.83518 -2.15207 -1.68719
H 2.40702 1.40667 1.84536
H 3.61947 0.22649 1.11515
H 3.56409 1.94883 0.63871
H -4.58959 -0.09198 -0.61177
H -3.87686 0.09429 1.10914
H -3.44664 1.35286 -0.16352
H -2.70439 -1.61814 -0.28077
H -2.49722 -0.56080 -1.48922
*
```

Values from the calculation:
- Energy above the lowest of the compared OMol25 structures with the same formula, charge and spin: 171.4 kJ/mol
- Kohn-Sham gap: 8.2 eV

No. 6
The following is a quantum chemistry calculation of a cluster of 2 separate species, C9H19ClNO3 in total, from the Open Molecules 2025 dataset.

```
! wB97M-V def2-TZVPD RIJCOSX def2/J DEFGRID3
* xyz -1 1
C -2.99893 2.56533 -1.62662
C -4.01694 1.50158 -2.04941
C -3.44107 0.27156 -2.77573
C -2.17661 -0.33110 -2.17199
C -2.36548 -0.85986 -0.75294
C -1.02750 -1.05202 0.04436
N 0.04750 -0.13246 -0.19416
Cl 0.95598 -0.75311 -1.63464
H -3.38329 3.18088 -0.81102
H -2.75060 3.23674 -2.45273
H -2.06688 2.11854 -1.28061
H -4.57332 1.17429 -1.16697
H -4.76050 1.96029 -2.70974
H -3.25334 0.53296 -3.82346
H -4.22757 -0.49342 -2.79162
H -1.36323 0.39422 -2.13621
H -1.81761 -1.13322 -2.82165
H -3.00116 -0.16418 -0.19149
H -2.92013 -1.80725 -0.79784
H -0.73641 -2.11635 -0.04825
H -1.27092 -0.90655 1.10825
C 5.62989 0.00801 4.37667
O 4.87218 -1.00796 3.72831
C 4.26898 -0.59539 2.58765
O 4.38028 0.51759 2.13918
O 3.62183 -1.61539 2.07281
C 2.86590 -1.34498 0.85558
H 6.04671 -0.46257 5.26334
H 6.42496 0.37533 3.72822
H 4.99565 0.85003 4.65208
H 3.51925 -0.94350 0.08594
H 2.04180 -0.65353 1.03228
H 2.48058 -2.31449 0.56242
*
```

Values from the calculation:
- Energy above the lowest of the compared OMol25 structures with the same formula, charge and spin: 0.0 kJ/mol
- Kohn-Sham gap: 5.4 eV

No. 7
The following is a quantum chemistry calculation of a cluster of 9 separate species, C3H24NO9 in total, from the Open Molecules 2025 dataset.

```
! wB97M-V def2-TZVPD RIJCOSX def2/J DEFGRID3
* xyz 0 2
O -0.14453 -0.72410 -2.27496
C -0.43946 0.27200 -1.64572
C -0.74580 0.00690 -0.17843
C -2.04806 -0.76111 -0.05294
N 0.29345 -0.83484 0.62829
H -0.40345 1.33627 -1.93958
H -0.89813 0.92149 0.44930
H -2.37512 -1.11621 0.96724
H -2.07801 -1.48822 -0.84635
H -2.81732 -0.12786 -0.28047
H 0.34550 -1.65226 0.05659
H -0.15694 -0.93354 1.62381
H 1.23425 -0.47378 0.64866
H -3.18453 2.13196 -2.29382
H -2.03154 3.13250 -2.35215
O -2.29787 2.31965 -1.97992
H -1.23311 -0.88590 3.92086
H -0.48423 0.18849 3.27243
O -1.00410 -0.56763 3.04176
H 3.88611 -0.49945 2.09238
H 4.32236 0.08073 0.80713
O 3.54047 -0.33096 1.24574
H 1.48002 1.86526 -2.90106
H 2.65499 2.64988 -2.13998
O 1.69210 2.44669 -2.23587
H 0.82167 2.84587 2.45660
H -0.33234 1.94760 1.92449
O 0.28265 2.02514 2.53319
H 0.32504 -3.27716 -1.62498
H -0.65644 -4.53132 -1.62796
O -0.44389 -3.71430 -1.25303
H 0.29425 -3.71786 1.82039
H -0.02639 -3.59980 0.31722
O 0.12660 -3.20640 1.09624
H -0.17577 3.47511 0.14755
H 1.07906 2.95898 -0.51959
O 0.46804 2.69021 0.18758
*
```

Values from the calculation:
- Energy above the lowest of the compared OMol25 structures with the same formula, charge and spin: 152.3 kJ/mol
- ⟨S²⟩: 0.75
- Kohn-Sham gap (alpha / beta): 3.0 / 7.0 eV

Number 1: electronic energy -866.98734 Eh. Number 2: electronic energy -1587.66122 Eh. Number 3: electronic energy -1051.59587 Eh. Number 4: electronic energy -1603.57545 Eh. Number 5: electronic energy -1247.46155 Eh. Number 6: electronic energy -1094.96623 Eh. Number 7: electronic energy -860.40180 Eh.